Formula: C20H21FeN4OS2
Source: OMol25
Level of theory: the ωB97M-V functional and the def2-TZVPD basis

Orbital gap (alpha / beta)   6.6 / 7.0 eV
Spin multiplicity   2
Relative energy (zero: lowest compared OMol25 entry of this formula, charge and spin)   34.4 kcal per mole
Total charge   +2
<S²>   0.909
LUMO level (alpha / beta)   -0.2774 / -0.2648 hartree

Structure (XYZ):
```
49
Properties=species:S:1:pos:R:3:forces:R:3
Fe -0.024 -0.255 0.188 0.157 -0.159 -0.667
S -0.161 -2.312 0.857 0.325 -0.349 0.183
S 0.954 -2.819 -1.933 -0.082 0.299 -0.173
O -0.358 -4.479 -0.365 0.277 -0.013 -0.051
N -1.873 -0.061 -0.542 -0.088 0.143 0.183
N 1.854 -0.155 -0.424 0.177 0.492 0.560
N -0.019 0.558 1.978 -0.182 -0.047 -0.101
N 0.081 1.714 -0.348 -0.016 0.048 0.003
C 2.081 0.847 -1.300 0.003 -0.100 -0.086
C -0.245 1.956 4.348 0.000 0.009 0.008
C 0.181 2.598 3.192 0.058 -0.030 0.024
C -4.311 0.402 -1.764 0.000 0.017 -0.005
C -3.937 -0.884 -1.407 0.014 -0.013 -0.017
C 4.154 -0.735 -0.489 -0.017 -0.032 -0.024
C -2.713 -1.081 -0.803 0.014 0.008 -0.027
C 2.872 -0.920 -0.012 0.008 -0.041 -0.010
C 0.804 2.421 0.735 -0.004 -0.093 -0.012
C -0.177 -5.521 -1.353 0.015 -0.070 -0.067
C -2.240 1.190 -0.888 -0.041 -0.055 -0.084
C -0.545 0.605 4.298 0.015 -0.020 -0.007
C 0.183 -3.302 -0.582 -0.668 -0.067 0.362
C -3.445 1.455 -1.504 -0.003 -0.006 -0.037
C 4.387 0.274 -1.408 0.028 0.021 -0.019
C -1.280 2.273 -0.498 0.040 -0.051 -0.048
C 0.296 1.867 2.029 0.039 0.054 0.095
C 0.862 1.677 -1.604 0.008 -0.043 0.048
C 3.335 1.087 -1.814 0.005 -0.076 -0.063
C -0.429 -0.062 3.094 0.000 0.001 0.003
H -5.263 0.586 -2.242 0.001 -0.004 0.004
H 5.383 0.445 -1.794 -0.002 -0.012 -0.002
H 1.120 2.677 -1.958 0.032 0.008 0.032
H 3.494 1.900 -2.510 -0.016 -0.004 -0.005
H 0.884 -5.721 -1.489 0.007 0.009 0.029
H -2.379 -2.064 -0.509 -0.027 0.015 0.022
H 4.950 -1.378 -0.141 0.004 0.014 0.006
H -0.341 2.507 5.274 0.003 -0.004 -0.005
H -1.593 2.667 0.471 0.024 0.025 -0.002
H -4.580 -1.732 -1.594 0.002 0.006 0.000
H 0.429 3.650 3.195 -0.002 -0.005 -0.003
H -0.874 0.065 5.174 -0.004 0.010 -0.001
H -0.687 -6.385 -0.945 -0.002 0.004 0.015
H 0.246 1.193 -2.368 0.017 0.016 -0.030
H 0.689 3.504 0.656 -0.063 0.000 0.026
H -3.702 2.469 -1.776 0.001 -0.002 0.003
H -0.615 -5.215 -2.300 -0.024 0.027 0.011
H 1.866 2.189 0.655 0.020 0.083 -0.017
H 2.633 -1.688 0.711 -0.001 -0.004 -0.031
H -0.666 -1.114 3.014 -0.030 0.006 0.003
H -1.284 3.105 -1.205 -0.024 -0.013 -0.025
```
Positions in Å, forces in eV/Å.

***

Formula: C20H21MnN2O6S
Source: OMol25
Level of theory: the ωB97M-V functional and the def2-TZVPD basis

Orbital gap (alpha / beta)   7.4 / 7.5 eV
Spin multiplicity   5
Relative energy (zero: lowest compared OMol25 entry of this formula, charge and spin)   12.9 kcal per mole
<S²>   6.046
LUMO level (alpha / beta)   -0.0162 / -0.0173 hartree

Structure (XYZ):
```
51
Properties=species:S:1:pos:R:3:forces:R:3
Mn -0.527 -0.314 0.043 0.304 -0.328 0.903
S 2.371 -0.912 0.048 1.260 -0.116 -0.253
O -1.055 -0.357 2.316 -0.035 0.203 -0.402
O -1.755 -1.551 -0.351 -0.060 -1.188 -0.637
O 1.226 -1.177 -0.913 -0.970 0.201 0.020
O -3.156 -4.040 -0.859 0.044 0.064 0.201
O 0.502 -1.783 1.676 -0.097 0.129 -0.259
O 0.473 1.249 0.144 0.701 0.547 -0.013
N -1.519 2.338 0.070 0.199 0.786 0.035
N -1.962 1.042 -0.036 -0.118 -0.419 0.110
C -5.236 -0.564 0.086 0.031 0.227 0.049
C 3.762 -0.415 -1.028 -0.249 0.019 0.223
C 3.178 -2.521 0.405 -0.169 0.163 0.110
C 4.645 -2.452 -0.031 0.079 0.100 0.000
C -0.247 -1.278 2.549 -0.012 -0.073 0.204
C 2.560 4.868 0.170 0.034 0.066 -0.011
C -3.742 -2.849 -0.537 0.205 0.028 -0.134
C 1.875 3.664 0.182 -0.085 -0.090 0.025
C 0.483 3.649 0.202 0.310 0.121 0.055
C -5.115 -2.905 -0.372 0.121 0.092 -0.050
C -0.218 4.852 0.234 -0.050 -0.080 0.014
C -3.846 -0.464 -0.051 0.055 -0.671 -0.084
C 4.985 -0.987 -0.337 -0.047 -0.080 0.044
C -1.858 -4.124 -1.446 -0.058 0.089 0.018
C -3.066 -1.620 -0.323 -0.446 0.334 0.216
C 1.858 6.064 0.182 0.017 -0.026 -0.009
C -3.227 0.821 0.073 0.312 0.192 -0.085
C 0.470 6.053 0.224 0.016 0.047 -0.010
C -0.223 2.359 0.154 -0.880 -0.426 -0.092
C -5.862 -1.777 -0.051 -0.143 -0.071 0.004
H -1.749 -3.430 -2.277 -0.018 0.074 -0.023
H -5.589 -3.869 -0.508 -0.006 0.001 -0.004
H 4.802 -3.054 -0.926 -0.030 -0.004 0.001
H 2.595 -3.270 -0.127 -0.072 0.029 0.019
H 3.580 -0.870 -2.003 -0.033 0.012 -0.017
H 3.049 -2.675 1.473 -0.045 -0.041 -0.021
H 5.172 -0.442 0.592 0.041 0.004 -0.019
H 5.300 -2.842 0.748 -0.011 -0.070 -0.035
H 2.406 2.721 0.178 0.005 0.013 -0.016
H 2.393 7.005 0.157 -0.008 0.003 0.030
H -6.933 -1.858 0.074 0.004 -0.003 -0.007
H 3.642 4.874 0.146 -0.004 -0.003 0.005
H -5.805 0.330 0.315 -0.001 -0.007 -0.014
H -0.190 -1.674 3.578 0.002 0.003 -0.055
H -1.783 -5.144 -1.820 -0.035 0.017 0.018
H 3.757 0.671 -1.111 -0.018 -0.018 -0.055
H -0.075 6.988 0.243 -0.018 -0.012 0.004
H -1.069 -3.942 -0.720 -0.009 0.060 0.045
H -3.855 1.688 0.257 -0.021 0.034 -0.044
H -1.298 4.826 0.266 0.007 0.021 -0.028
H 5.875 -0.902 -0.959 0.004 0.048 0.022
```
Positions in Å, forces in eV/Å.

***

Formula: C20H21MnN3S4Sb
Source: OMol25
Level of theory: the ωB97M-V functional and the def2-TZVPD basis

Orbital gap (alpha / beta)   5.6 / 6.5 eV
Spin multiplicity   5
<S²>   6.431
LUMO level (alpha / beta)   -0.0541 / -0.0251 hartree

Structure (XYZ):
```
50
Properties=species:S:1:pos:R:3:forces:R:3
Sb -2.125 -4.183 0.428 -0.043 0.033 0.102
Mn -1.581 -0.706 0.434 0.059 -0.224 0.289
S -4.311 -4.572 0.275 0.106 0.036 -0.052
S -1.976 -2.354 2.022 0.013 -0.073 0.310
S -1.750 -2.034 -1.558 -0.156 0.147 -0.025
S -3.386 -1.059 -0.881 -0.398 -0.082 -0.558
N 0.516 -0.757 0.482 0.354 -0.003 -0.023
N 2.564 -1.034 -0.243 0.230 -0.208 -0.050
N 7.809 -1.409 -4.528 -0.062 0.013 0.059
C -1.315 1.683 1.383 0.003 0.155 0.140
C -2.656 0.755 3.177 -0.050 -0.037 0.081
C -1.426 1.135 2.663 0.081 -0.002 0.016
C -1.252 1.933 -1.662 0.021 0.020 -0.001
C 5.800 -1.277 -2.889 0.213 -0.005 -0.162
C -2.437 1.883 0.576 0.037 0.115 -0.034
C -3.673 1.492 1.103 -0.072 -0.006 -0.041
C 1.313 -1.117 1.552 -0.214 -0.006 -0.072
C 5.984 -0.770 -1.607 0.065 0.031 0.048
C -2.786 0.133 4.537 -0.008 0.024 -0.003
C -3.776 0.941 2.368 -0.067 -0.012 0.028
C 3.474 -1.650 -2.415 -0.044 -0.051 -0.068
C 6.920 -1.349 -3.802 -0.185 -0.012 0.125
C 3.665 -1.128 -1.145 -0.203 0.042 0.164
C 1.294 -0.728 -0.575 0.081 0.131 0.082
C 4.543 -1.715 -3.292 -0.060 -0.034 -0.055
C -3.597 2.805 -1.495 -0.047 -0.037 -0.039
C 4.913 -0.689 -0.735 0.129 0.058 0.030
C 2.583 -1.294 1.120 0.112 0.102 -0.170
C -2.281 2.612 -0.753 -0.007 -0.068 0.034
H 4.407 -2.120 -4.286 0.002 0.008 0.025
H 3.474 -1.614 1.633 -0.027 0.025 -0.058
H -3.420 3.361 -2.417 -0.010 -0.004 0.004
H -3.326 -0.811 4.466 0.008 -0.001 0.000
H -0.350 2.042 1.049 0.079 -0.084 -0.051
H -1.593 0.933 -1.943 -0.001 0.006 -0.025
H -1.888 3.602 -0.498 -0.008 0.047 0.000
H -0.532 1.002 3.262 0.001 0.002 -0.005
H -4.324 3.365 -0.904 0.038 -0.020 -0.016
H -1.808 -0.071 4.973 -0.014 0.012 -0.009
H -4.748 0.622 2.728 0.037 0.013 -0.010
H -3.333 0.793 5.215 0.013 -0.032 -0.037
H -4.569 1.610 0.509 0.007 -0.010 0.011
H -1.118 2.509 -2.581 -0.001 -0.008 0.038
H 5.044 -0.266 0.252 -0.004 -0.009 -0.019
H 6.964 -0.428 -1.301 -0.021 -0.005 0.003
H 0.894 -1.274 2.531 -0.029 -0.008 -0.021
H 2.502 -2.025 -2.710 0.042 0.018 0.005
H -4.034 1.840 -1.764 0.018 0.049 0.001
H 0.985 -0.468 -1.575 0.009 -0.042 0.024
H -0.274 1.853 -1.179 -0.026 -0.005 -0.013
```
Positions in Å, forces in eV/Å.

***

Formula: C20H21N2O3
Source: OMol25
Level of theory: the ωB97M-V functional and the def2-TZVPD basis

Orbital gap   7.2 eV
Spin multiplicity   1
Total charge   +1
LUMO level   -0.1478 hartree

Structure (XYZ):
```
46
Properties=species:S:1:pos:R:3:forces:R:3
O -1.682 -1.324 0.499 0.282 1.967 -0.626
O -3.811 -1.161 0.268 -4.274 1.325 0.072
O 2.614 -1.242 -2.552 -0.501 -0.893 -5.960
N -1.377 1.222 -0.955 3.006 -1.220 0.671
N 0.768 1.478 -1.259 -1.147 -11.148 -7.428
C 3.693 -1.909 2.341 -2.310 2.610 -5.191
C -0.468 -0.461 -2.227 -1.265 -9.220 -10.650
C -1.482 3.078 0.924 3.918 -3.967 -4.684
C 2.882 0.074 0.847 2.912 -14.465 3.352
C 3.308 -2.273 -0.199 2.406 -2.002 9.185
C 2.912 -1.112 -0.239 -3.702 16.946 -1.141
C -0.607 4.042 1.256 0.957 4.511 4.662
C 3.139 -0.599 2.232 0.730 5.784 -2.774
C -4.133 -3.389 0.300 -0.485 -3.844 -3.877
C -3.858 -2.221 1.155 -4.428 -1.916 2.176
C -2.678 -0.723 0.126 5.915 2.234 -2.825
C 2.529 -0.347 -1.835 0.252 -2.887 10.245
C 0.787 4.223 1.128 -0.267 -6.515 -4.970
C 3.729 -2.602 1.120 1.070 -6.120 2.028
C 1.391 3.079 0.097 -0.359 9.761 7.227
C 0.456 2.389 -0.476 -1.173 1.130 3.721
C -2.674 0.687 -0.881 -1.532 0.240 8.672
C -0.778 2.065 -0.039 -7.112 5.884 3.415
C -0.278 0.593 -1.559 -1.578 11.784 7.324
C 2.002 1.058 -1.675 4.539 1.637 -6.412
H 2.802 1.678 -1.221 -0.459 -0.690 -0.398
H 3.412 -2.846 -0.921 0.813 -5.421 -6.549
H 4.039 -3.857 1.262 -0.608 3.892 -0.457
H -5.119 -3.151 -0.536 3.150 -0.615 2.645
H 2.538 0.940 0.624 -2.017 5.515 -0.798
H 1.331 4.947 1.682 0.512 0.362 0.057
H -2.500 3.012 1.109 -1.493 0.104 0.648
H 3.215 0.294 3.015 -0.373 -2.686 -0.944
H -2.985 -2.266 1.782 -0.023 -0.145 0.200
H -3.158 0.392 -1.716 -1.343 -0.332 -2.919
H -4.853 -2.081 1.729 1.875 0.161 -0.337
H 0.242 -0.391 -3.106 0.050 -0.871 0.838
H 3.923 -2.295 3.247 0.885 -1.337 2.437
H -4.440 -4.425 0.822 0.852 2.607 -0.919
H -1.423 -0.358 -3.022 1.791 -0.447 2.718
H -0.919 4.868 2.017 -0.389 -1.530 -1.451
H 2.374 3.338 -0.104 1.706 -0.522 -0.876
H -0.394 -1.502 -1.786 -0.215 1.348 -0.285
H 2.101 1.231 -2.859 -0.241 0.847 1.965
H -3.448 1.465 -0.039 2.445 -2.260 -3.344
H -3.122 -3.617 -0.376 -2.771 0.403 1.555
```
Positions in Å, forces in eV/Å.

***

Formula: C20H21N2O5V
Source: OMol25
Level of theory: the ωB97M-V functional and the def2-TZVPD basis

Orbital gap (alpha / beta)   6.8 / 6.8 eV
Spin multiplicity   1
Relative energy (zero: lowest compared OMol25 entry of this formula, charge and spin)   0.0 kcal per mole
Total charge   +2
LUMO level (alpha / beta)   -0.3166 / -0.3166 hartree

Structure (XYZ):
```
49
Properties=species:S:1:pos:R:3:forces:R:3
V -0.039 -0.570 -0.329 0.108 -0.042 -0.249
O 1.845 -2.967 -2.713 -0.007 -0.035 0.022
O 0.407 -2.515 0.406 -0.039 0.009 0.067
O -1.740 -0.766 -0.091 0.030 -0.092 0.002
O 0.454 -1.474 -1.791 -0.004 0.062 0.200
O -0.030 0.903 -1.240 -0.109 0.092 -0.002
N -0.036 -0.126 1.720 -0.018 -0.063 0.021
N 1.902 -0.161 0.088 0.028 0.022 -0.032
C 2.699 2.128 -4.068 -0.005 0.008 -0.011
C -2.388 -0.553 2.168 0.034 -0.001 -0.043
C 2.335 -0.409 1.462 -0.006 -0.007 0.036
C 0.416 2.033 -3.263 -0.012 0.005 -0.002
C 2.071 -4.228 -0.097 -0.021 0.018 0.006
C -4.680 -0.961 2.780 -0.015 -0.009 -0.026
C -2.716 -0.850 0.839 -0.077 0.049 0.031
C 2.226 0.993 -1.999 -0.046 0.004 -0.030
C 0.829 -3.515 -0.589 0.036 -0.031 -0.015
C -4.977 -1.253 1.449 0.010 0.010 0.045
C 1.136 -2.667 -1.817 -0.038 0.033 -0.035
C 3.143 1.441 -2.960 0.011 -0.004 0.005
C 1.341 2.424 -4.214 0.015 -0.007 0.005
C 1.266 0.264 2.300 0.036 0.002 -0.007
C -0.331 -4.447 -0.894 -0.003 0.014 0.000
C 2.677 0.417 -0.770 0.006 -0.034 0.075
C 0.859 1.300 -2.174 0.049 0.029 -0.037
C -3.394 -0.612 3.140 0.010 0.003 0.021
C -4.000 -1.200 0.465 0.003 -0.002 -0.028
C -1.048 -0.185 2.520 -0.019 0.001 0.002
H -0.206 -2.918 1.037 0.023 -0.006 -0.008
H -5.459 -1.003 3.528 0.000 -0.001 0.001
H 2.360 -1.482 1.649 0.004 -0.001 -0.008
H 3.403 2.454 -4.821 0.002 -0.003 0.001
H 1.364 1.349 2.224 -0.007 0.000 0.003
H 2.440 -4.882 -0.886 0.003 -0.002 0.000
H 3.321 0.014 1.651 0.000 0.003 -0.009
H 4.197 1.235 -2.827 0.000 -0.002 0.003
H -0.588 -5.028 -0.006 -0.004 -0.001 0.001
H -5.988 -1.520 1.174 0.001 -0.002 -0.006
H 2.860 -3.519 0.151 0.007 -0.008 -0.002
H 3.729 0.536 -0.513 0.000 0.005 -0.002
H -3.157 -0.379 4.170 0.008 0.001 -0.002
H 1.006 2.978 -5.081 -0.005 -0.001 0.002
H -0.880 0.063 3.569 0.012 0.001 -0.003
H 1.328 -0.024 3.349 -0.007 -0.006 -0.001
H 1.840 -4.834 0.779 -0.001 -0.001 0.001
H -4.225 -1.412 -0.571 0.007 0.000 0.000
H -0.634 2.270 -3.358 0.000 -0.003 0.006
H -1.207 -3.893 -1.237 -0.003 -0.007 0.002
H -0.038 -5.146 -1.676 0.003 0.000 -0.002
```
Positions in Å, forces in eV/Å.